This record from OMol25 describes a 2-piece molecular cluster, C6H13N2P overall. The level of theory is ωB97M-V/def2-TZVPD.

Last column: natural (NBO) charge in e.
Geometry (Å):
H  2.235  -2.763  -0.282  0.21
N  -2.388  -0.579  -0.069  -0.80
H  0.151  1.264  2.364  0.21
H  1.142  1.803  -1.692  0.21
H  -4.336  -1.537  0.406  0.34
P  -1.931  0.820  0.211  1.04
N  -4.364  -0.595  0.210  -0.67
C  0.947  0.832  1.790  -0.44
H  2.087  -0.247  -1.036  0.20
H  1.842  0.545  2.337  0.19
H  -0.456  2.359  -2.018  0.22
H  -4.702  -0.311  -0.716  0.35
C  -0.119  0.684  -0.521  -0.55
C  0.909  0.372  0.543  0.04
C  1.992  -0.560  0.018  -0.43
C  1.510  -2.028  0.146  -0.59
H  -0.077  -0.071  -1.376  0.24
H  0.439  2.952  -0.558  0.21
C  0.238  2.002  -1.232  -0.61
H  1.454  -2.209  1.156  0.20
H  0.566  -2.229  -0.375  0.21
H  2.861  -0.502  0.693  0.21

Kohn-Sham gap (alpha / beta) ... 8.49 / 8.49 eV
Energy relative to the best compared isomer or geometry (same formula, charge and spin) ... 1.774 eV
Calculated total energy ... -18696.787 eV
Strongest force on any atom ... 6.18 eV/Å
LUMO energy (alpha / beta) ... -0.08 / -0.08 eV